Molecular formula: C33H29BMnN4O6S
Method: DFT, wB97M-V/def2-TZVPD

Properties
Spin multiplicity ... 5
Energy relative to the best compared isomer or geometry (same formula, charge and spin) ... 0.463 eV
Max |F| ... 0.68 eV Å⁻¹
Gap between HOMO and LUMO (alpha / beta) ... 7.514 / 7.441 eV
LUMO level (alpha / beta) ... 0.0807 / 0.0855 Eh
Net charge ... -1
Expectation value of S² ... 6.411
Calculated total energy ... -3519.7075 Eh

CARTESIAN COORDINATES (ANGSTROEM)
Mn 0.46 -1.11 0.17
O 2.73 -1.21 0.50
C 3.39 0.00 0.04
C 2.32 1.09 -0.30
O 2.70 2.21 -0.59
O 1.11 0.67 -0.32
C 4.04 -0.34 -1.29
C 3.47 -1.29 -2.14
C 4.02 -1.56 -3.38
C 5.16 -0.87 -3.80
C 5.72 0.09 -2.97
C 5.16 0.35 -1.73
C 4.42 0.40 1.08
C 4.51 1.66 1.64
C 5.48 1.93 2.60
C 6.37 0.96 3.00
C 6.29 -0.31 2.44
C 5.33 -0.59 1.49
H 2.65 -1.16 1.46
H 2.56 -1.81 -1.84
H 3.56 -2.29 -4.02
H 5.59 -1.08 -4.77
H 6.59 0.64 -3.29
H 5.60 1.11 -1.09
H 3.81 2.43 1.34
H 5.51 2.92 3.05
H 7.12 1.18 3.75
H 6.98 -1.09 2.75
H 5.27 -1.58 1.05
S -2.18 -2.73 0.17
C -0.81 -3.75 -0.07
C -0.93 -5.15 -0.09
C 0.18 -5.92 -0.30
C 1.42 -5.31 -0.49
C 1.48 -3.94 -0.43
N 0.40 -3.17 -0.23
H -1.90 -5.59 0.07
H 0.09 -7.00 -0.31
H 2.32 -5.89 -0.66
H 2.42 -3.41 -0.51
C -7.48 2.52 -1.02
C -6.22 2.86 -1.82
C -6.44 2.41 -3.26
C -6.01 4.38 -1.83
C -5.01 2.18 -1.17
C -4.67 2.51 0.14
C -3.59 1.93 0.81
C -2.86 0.99 0.12
O -1.76 0.29 0.53
B -1.48 -0.61 -0.56
O -2.32 -0.30 -1.66
C -3.19 0.65 -1.19
C -4.25 1.22 -1.85
H -8.36 2.99 -1.48
H -7.41 2.88 0.01
H -7.65 1.45 -0.98
H -7.29 2.94 -3.69
H -6.64 1.34 -3.33
H -5.57 2.62 -3.89
H -6.87 4.88 -2.28
H -5.12 4.65 -2.40
H -5.89 4.77 -0.82
H -5.26 3.25 0.67
H -3.33 2.20 1.82
H -4.46 0.92 -2.87
N -1.38 -1.41 3.28
C -0.12 -0.93 3.24
O 0.61 -1.21 2.23
C 0.39 -0.19 4.33
C 1.75 0.18 4.35
N 2.86 0.49 4.38
C -0.45 0.11 5.43
N -1.14 0.37 6.31
H -1.78 -1.73 2.42
H -2.00 -1.09 4.01

Molecular formula: C33H29BrIrN5O3S3
Method: DFT, wB97M-V/def2-TZVPD

Properties
Spin multiplicity ... 2
Energy relative to the best compared isomer or geometry (same formula, charge and spin) ... 3.171 eV
Max |F| ... 3.16 eV Å⁻¹
Gap between HOMO and LUMO (alpha / beta) ... 5.271 / 5.163 eV
LUMO level (alpha / beta) ... -0.2004 / -0.2034 Eh
Net charge ... +1
Expectation value of S² ... 0.762
Calculated total energy ... -5647.0251 Eh

CARTESIAN COORDINATES (ANGSTROEM)
Ir 0.48 0.18 0.11
C 1.59 -3.21 -2.90
C 1.61 -2.36 -1.67
N 1.07 -1.16 -1.72
N 0.63 -0.70 -2.87
C 0.36 0.58 -2.95
S 0.74 1.74 -1.76
S -0.44 1.12 -4.42
C 0.87 0.70 -5.66
C 1.81 1.87 -5.74
C 2.89 1.97 -4.85
C 3.71 3.09 -4.88
C 3.46 4.11 -5.79
C 2.40 4.01 -6.67
C 1.57 2.90 -6.64
C 2.28 -2.75 -0.48
C 2.59 -4.10 -0.21
C 3.32 -4.46 0.89
C 3.81 -3.47 1.77
C 3.53 -2.15 1.55
C 2.74 -1.74 0.44
O 2.51 -0.49 0.26
H 2.00 -2.64 -3.73
H 0.56 -3.47 -3.16
H 2.17 -4.12 -2.79
H 0.34 0.54 -6.60
H 1.34 -0.22 -5.33
H 3.08 1.17 -4.14
H 4.54 3.17 -4.19
H 4.10 4.98 -5.81
H 2.20 4.80 -7.38
H 0.74 2.81 -7.32
H 2.23 -4.88 -0.87
H 3.53 -5.50 1.08
H 4.42 -3.76 2.61
H 3.91 -1.37 2.21
C -4.92 -0.14 6.12
C -3.98 0.46 5.11
C -2.60 0.39 5.29
C -1.73 0.95 4.37
C -2.25 1.60 3.26
C -3.62 1.69 3.06
C -4.48 1.12 3.98
S -1.16 2.34 2.08
O -1.71 3.59 1.65
O 0.19 2.28 2.58
N -1.17 1.25 0.84
C -2.07 1.10 -0.15
C -3.15 1.93 -0.50
C -3.91 1.57 -1.59
C -3.61 0.43 -2.31
C -2.51 -0.32 -1.93
N -1.77 0.00 -0.88
H -4.67 -1.18 6.30
H -5.95 -0.08 5.78
H -4.84 0.39 7.07
H -2.21 -0.10 6.17
H -0.66 0.92 4.51
H -4.00 2.24 2.21
H -5.55 1.18 3.83
H -3.29 2.85 0.04
H -4.75 2.20 -1.89
H -4.20 0.13 -3.17
H -2.22 -1.21 -2.48
Br 2.93 0.06 5.31
C 1.60 -0.74 4.24
C 0.82 -1.77 4.73
C -0.14 -2.32 3.89
C -0.26 -1.84 2.60
N 0.50 -0.85 2.14
C 1.41 -0.29 2.94
H 0.97 -2.15 5.73
H -0.78 -3.12 4.23
H -0.97 -2.26 1.90
H 2.00 0.53 2.54

Molecular formula: C33H29BrN3O5Ru
Method: DFT, wB97M-V/def2-TZVPD

Properties
Spin multiplicity ... 5
Max |F| ... 2.65 eV Å⁻¹
Gap between HOMO and LUMO (alpha / beta) ... 6.698 / 4.857 eV
LUMO level (alpha / beta) ... -0.1352 / -0.2018 Eh
Net charge ... +1
Expectation value of S² ... 6.065
Calculated total energy ... -4483.9325 Eh

CARTESIAN COORDINATES (ANGSTROEM)
Ru 0.72 -0.69 0.52
O -3.10 1.46 3.83
C -2.67 0.40 4.58
C -3.10 0.18 5.88
C -2.63 -0.92 6.58
C -1.77 -1.82 5.99
C -1.33 -1.60 4.69
C -1.76 -0.49 3.99
C -1.24 -0.19 2.60
O -0.06 -0.77 2.34
N -2.25 -0.62 1.62
N -1.86 -0.80 0.38
C -2.71 -0.91 -0.58
C -2.31 -1.09 -1.94
Br -0.46 -1.62 -2.18
C -3.08 -0.94 -3.04
C -4.42 -0.40 -3.13
C -5.23 -0.81 -4.20
C -6.51 -0.30 -4.35
C -6.98 0.67 -3.47
C -6.18 1.09 -2.42
C -4.92 0.56 -2.24
H -3.66 2.03 4.37
H -3.79 0.87 6.34
H -2.96 -1.07 7.60
H -1.42 -2.68 6.54
H -0.65 -2.28 4.21
H -1.15 0.92 2.51
H -3.22 -0.39 1.83
H -3.78 -0.90 -0.39
H -2.64 -1.23 -3.99
H -4.86 -1.55 -4.90
H -7.14 -0.64 -5.15
H -7.95 1.10 -3.61
H -6.53 1.86 -1.75
H -4.29 0.93 -1.45
C 5.89 1.13 -3.89
O 5.48 2.25 -3.13
C 4.44 2.16 -2.30
C 4.11 3.34 -1.60
C 3.03 3.38 -0.76
C 2.22 2.25 -0.52
C 1.02 2.32 0.26
C 0.54 3.63 0.83
O 0.26 1.35 0.49
C 2.62 1.01 -1.16
O 2.04 -0.11 -0.95
C 3.70 1.02 -2.07
H 6.72 1.47 -4.50
H 5.09 0.78 -4.54
H 6.23 0.32 -3.25
H 4.72 4.21 -1.77
H 2.82 4.31 -0.26
H 0.91 4.50 0.30
H 0.86 3.68 1.87
H -0.55 3.63 0.82
H 3.92 0.08 -2.56
C 1.00 -2.87 0.88
C 2.32 -2.54 0.46
C 3.22 -1.82 1.32
C 4.47 -1.47 0.88
C 4.89 -1.86 -0.41
C 4.04 -2.60 -1.24
C 2.78 -2.92 -0.83
C 6.15 -1.47 -0.90
N 7.14 -1.13 -1.37
H 0.82 -3.00 1.95
H 0.45 -3.55 0.24
H 2.90 -1.57 2.32
H 5.14 -0.90 1.51
H 4.39 -2.90 -2.22
H 2.12 -3.48 -1.47

Molecular formula: C33H29ClN7O4PtS
Method: DFT, wB97M-V/def2-TZVPD

Properties
Spin multiplicity ... 5
Energy relative to the best compared isomer or geometry (same formula, charge and spin) ... 0.424 eV
Max |F| ... 0.47 eV Å⁻¹
Gap between HOMO and LUMO (alpha / beta) ... 7.779 / 4.393 eV
LUMO level (alpha / beta) ... -0.2965 / -0.4225 Eh
Net charge ... +3
Expectation value of S² ... 6.043
Calculated total energy ... -2935.8696 Eh

CARTESIAN COORDINATES (ANGSTROEM)
Pt -0.37 -0.16 -0.28
C -0.05 0.80 -4.77
O 0.84 -0.31 -4.38
C 0.73 -0.43 -3.08
N -0.02 0.39 -2.45
C -0.61 1.34 -3.42
C -2.11 1.39 -3.31
C -2.88 0.23 -3.40
C -4.27 0.29 -3.32
C -4.90 1.52 -3.16
C -4.14 2.68 -3.08
C -2.75 2.62 -3.15
C 1.49 -1.47 -2.36
C 2.53 -2.24 -2.86
C 3.16 -3.13 -1.98
C 2.76 -3.21 -0.65
C 1.71 -2.40 -0.25
N 1.10 -1.58 -1.09
C 1.15 -2.29 1.11
N 0.28 -1.39 1.40
C -0.17 -1.58 2.79
C 0.75 -2.74 3.26
O 1.51 -3.12 2.05
C -1.65 -1.90 2.81
C -2.47 -1.28 3.75
C -3.82 -1.62 3.83
C -4.35 -2.57 2.97
C -3.54 -3.18 2.03
C -2.19 -2.84 1.94
H -0.81 0.41 -5.43
H 0.56 1.53 -5.30
H -0.22 2.33 -3.22
H -2.40 -0.74 -3.54
H -4.86 -0.61 -3.41
H -5.98 1.58 -3.14
H -4.63 3.65 -2.98
H -2.16 3.53 -3.11
H 2.83 -2.15 -3.89
H 3.97 -3.75 -2.34
H 3.24 -3.87 0.05
H 0.01 -0.68 3.36
H 0.20 -3.61 3.60
H 1.47 -2.44 4.01
H -2.05 -0.55 4.43
H -4.45 -1.15 4.58
H -5.40 -2.83 3.04
H -3.95 -3.93 1.37
H -1.57 -3.34 1.21
C -2.73 5.74 0.47
C -3.17 4.33 0.32
N -4.40 3.89 0.30
N -4.30 2.58 0.14
C -3.03 2.15 0.07
S -2.63 0.51 -0.08
N -2.30 3.28 0.19
N -0.93 3.43 0.06
H -3.60 6.38 0.47
H -2.07 6.02 -0.35
H -2.20 5.89 1.41
H -5.14 2.01 0.07
H -0.57 4.00 0.81
H -0.45 2.54 0.02
Cl 6.66 5.10 -0.58
C 5.47 3.97 -0.34
C 4.57 3.67 -1.41
C 3.61 2.73 -1.21
C 3.50 2.09 0.05
C 4.42 2.37 1.10
C 5.38 3.31 0.92
C 2.47 1.01 0.27
O 2.92 -0.06 0.65
O 1.25 1.34 0.03
H 4.68 4.18 -2.36
H 2.91 2.48 -2.00
H 4.35 1.83 2.04
H 6.08 3.56 1.71